A | Formula: C7H12O2
Source: OMol25
Level of theory: ωB97M-V with the def2-TZVPD basis set

Output
Kohn-Sham gap (spin up / spin down) ... 6.500 / 6.987 eV
Lowest unoccupied orbital energy (spin up / spin down) ... 0.5 / 0.6 eV
Multiplicity ... 1

XYZ file:
```
21
C7H12O2, DFT ωB97M-V with the def2-TZVPD basis set
C 0.779 0.428 -0.254
C -1.125 -0.707 0.895
C 0.480 1.870 -0.517
C 1.366 -0.377 -1.374
C -0.445 -1.890 1.439
C -1.608 -0.027 -0.149
C -2.014 0.380 1.135
O 1.601 0.268 0.891
O -1.931 0.028 -1.433
H 1.311 0.897 1.563
H -1.438 -0.654 -1.912
H -1.945 1.317 1.682
H -0.062 2.005 -1.454
H -0.146 2.291 0.287
H 2.382 -0.035 -1.628
H 1.444 -1.433 -1.106
H 1.398 2.475 -0.557
H 0.764 -0.285 -2.281
H -0.177 -2.599 0.656
H 0.470 -1.580 1.949
H -1.103 -2.373 2.166
```

List of natural (NBO) charges in e, atom by atom: 0.2009 0.0856 -0.6970 -0.6737 -0.6724 0.3807 -0.3781 -0.7434 -0.6335 0.4688 0.4922 0.1926 0.2252 0.2030 0.2069 0.2131 0.2065 0.1977 0.2240 0.2603 0.2406


B | Formula: C7H12O2
Source: OMol25
Level of theory: ωB97M-V with the def2-TZVPD basis set

Output
Kohn-Sham gap ... 9.154 eV
Lowest unoccupied orbital energy ... 0.3 eV
SMILES ... CC(=O)C(C)=O.C=CC
Multiplicity ... 1

XYZ file:
```
21
C7H12O2, DFT ωB97M-V with the def2-TZVPD basis set
C -0.345 -1.003 2.012
C -1.670 0.264 -1.708
C 0.169 -0.999 0.603
C -0.785 1.031 -0.790
C -1.146 1.732 0.276
O -0.083 -1.845 -0.217
H 0.270 -1.694 2.590
H -0.260 -0.021 2.466
H -1.367 -1.376 2.033
H -2.665 0.171 -1.274
H -1.759 0.741 -2.684
H -1.287 -0.745 -1.860
H -0.442 2.368 0.791
H -2.140 1.639 0.688
C 2.337 -0.453 -0.694
C 1.393 0.112 0.334
O 1.735 0.779 1.289
H 0.355 1.082 -1.073
H 2.860 -1.312 -0.274
H 1.758 -0.775 -1.556
H 3.072 0.306 -0.953
```

List of natural (NBO) charges in e, atom by atom: -0.7375 -0.6649 0.5435 -0.1535 -0.3983 -0.5615 0.2464 0.2477 0.2359 0.2145 0.2256 0.2407 0.2158 0.1967 -0.7294 0.5064 -0.5443 0.1913 0.2537 0.2393 0.2317


C | Formula: C7H12O2
Source: OMol25
Level of theory: ωB97M-V with the def2-TZVPD basis set

Output
Kohn-Sham gap ... 10.563 eV
Lowest unoccupied orbital energy ... 0.9 eV
SMILES ... C=C[C@@H](C)CC(=O)OC
Multiplicity ... 1

XYZ file:
```
21
C7H12O2, DFT ωB97M-V with the def2-TZVPD basis set
C 0.355 -1.170 0.790
C 1.021 0.213 0.742
C -0.040 2.852 -1.468
C 1.252 -2.263 0.228
C -0.061 1.168 0.203
C -0.944 -1.002 -0.087
C -2.155 -1.088 0.445
O 0.238 1.513 -1.081
O -0.830 1.786 0.914
H 0.037 -1.399 1.809
H 1.317 0.547 1.733
H 1.850 0.206 0.038
H -0.784 -1.143 -1.149
H -0.863 3.262 -0.871
H -0.329 2.828 -2.517
H 0.858 3.459 -1.341
H 0.739 -3.223 0.247
H 1.532 -2.043 -0.800
H 2.161 -2.336 0.824
H -3.035 -1.271 -0.154
H -2.317 -0.894 1.494
```

List of natural (NBO) charges in e, atom by atom: -0.2326 -0.4999 -0.2646 -0.6003 0.8236 -0.2188 -0.3525 -0.5406 -0.6019 0.2100 0.2375 0.2232 0.2054 0.2110 0.1914 0.1821 0.2162 0.2051 0.2120 0.1978 0.1958


D | Formula: C7H12O2
Source: OMol25
Level of theory: ωB97M-V with the def2-TZVPD basis set

Output
Kohn-Sham gap (spin up / spin down) ... 6.408 / 6.410 eV
Lowest unoccupied orbital energy (spin up / spin down) ... 0.0 / 0.0 eV
Multiplicity ... 1

XYZ file:
```
21
C7H12O2, DFT ωB97M-V with the def2-TZVPD basis set
C -0.821 0.807 0.660
C 0.902 0.616 -1.217
C -1.132 2.230 0.335
C 1.438 -0.605 1.079
C 0.118 0.055 -0.056
C -0.742 -1.153 -0.317
C -0.854 -1.766 -1.504
O 0.992 -0.812 2.331
O 2.106 -1.626 0.593
H 0.522 -0.013 2.622
H 2.087 -2.399 1.196
H -1.378 0.363 1.475
H -1.132 -1.649 0.564
H 0.243 0.918 -2.029
H 1.433 1.509 -0.899
H 1.582 -0.146 -1.591
H -1.701 2.687 1.140
H -0.223 2.824 0.196
H -1.718 2.290 -0.592
H -0.421 -1.387 -2.416
H -1.302 -2.743 -1.569
```

List of natural (NBO) charges in e, atom by atom: -0.2287 -0.6290 -0.6525 0.5618 -0.1263 -0.1528 -0.4891 -0.6958 -0.6541 0.5049 0.4709 0.1874 0.2040 0.2152 0.2217 0.2298 0.2134 0.2092 0.2147 0.1926 0.2027


Stability ranking, top and bottom: C is the most stable and A is the least stable.


A | Formula: CH5NO3S
Source: OMol25
Level of theory: ωB97M-V with the def2-TZVPD basis set

Output
Kohn-Sham gap (spin up / spin down) ... 9.233 / 7.679 eV
Lowest unoccupied orbital energy (spin up / spin down) ... 0.1 / -1.8 eV
Multiplicity ... 1

XYZ file:
```
11
CH5NO3S, DFT ωB97M-V with the def2-TZVPD basis set
C 0.085 -1.750 0.056
N 0.495 1.924 0.865
O 1.027 -0.399 -1.976
O -1.417 -0.184 -1.497
O -0.675 2.468 1.106
S -0.060 -0.132 -1.063
H 0.311 -2.545 -0.655
H 1.116 -1.830 0.530
H -0.850 -2.025 0.519
H 1.206 2.581 0.512
H -1.238 1.890 1.603
```

List of natural (NBO) charges in e, atom by atom: -0.8104 -0.2883 -0.8731 -0.8756 -0.4885 1.8172 0.2368 0.2487 0.2339 0.3166 0.4826


B | Formula: CH5NO3S
Source: OMol25
Level of theory: ωB97M-V with the def2-TZVPD basis set

Output
Kohn-Sham gap ... 10.859 eV
Lowest unoccupied orbital energy ... 0.4 eV
SMILES ... COS(N)(=O)=O
Multiplicity ... 1

XYZ file:
```
11
CH5NO3S, DFT ωB97M-V with the def2-TZVPD basis set
C 1.263 0.363 -0.196
N -1.340 -0.903 -1.062
O -1.962 -0.632 1.468
O -1.491 1.581 0.109
O 0.342 -0.343 0.679
S -1.207 -0.071 0.405
H 2.167 0.365 0.267
H 0.665 1.203 -0.567
H 1.564 -0.115 -1.127
H -2.119 -0.504 -1.614
H -0.510 -0.579 -1.525
```

List of natural (NBO) charges in e, atom by atom: -0.2899 -1.0035 -0.8574 -0.9044 -0.6845 2.3258 0.2162 0.2371 0.1723 0.4094 0.3789


Stability ranking, top and bottom: B is the most stable and A is the least stable.


A | Formula: C3H7FN2O
Source: OMol25
Level of theory: ωB97M-V with the def2-TZVPD basis set

Output
Kohn-Sham gap ... 9.957 eV
Lowest unoccupied orbital energy ... 0.7 eV
SMILES ... N/N=C(/CO)CF
Multiplicity ... 1

XYZ file:
```
14
C3H7FN2O, DFT ωB97M-V with the def2-TZVPD basis set
C -0.048 0.092 0.039
C -1.307 -0.004 1.019
C -0.345 -0.319 -1.469
H 2.430 -0.128 -1.398
H 2.927 0.723 -0.002
H -1.796 -0.887 1.108
H -1.986 0.876 0.855
H -0.262 0.307 2.728
H -0.142 -1.535 -1.492
H 0.315 0.178 -2.298
N 2.115 0.531 -0.550
N 1.147 0.301 0.379
O -1.140 0.111 2.448
F -1.908 -0.245 -1.366
```

List of natural (NBO) charges in e, atom by atom: 0.1831 -0.0900 -0.0470 0.3560 0.3708 0.2054 0.2008 0.4743 0.2009 0.2265 -0.6698 -0.2680 -0.7364 -0.4065


B | Formula: C3H7FN2O
Source: OMol25
Level of theory: ωB97M-V with the def2-TZVPD basis set

Output
Kohn-Sham gap ... 10.283 eV
Lowest unoccupied orbital energy ... 0.9 eV
SMILES ... CCN(F)C(N)=O
Multiplicity ... 1

XYZ file:
```
14
C3H7FN2O, DFT ωB97M-V with the def2-TZVPD basis set
C -0.534 -1.060 -1.195
C 0.241 1.414 1.778
C -0.299 0.825 0.498
N 0.277 -1.897 -1.897
N 0.214 -0.446 0.010
O -1.658 -0.724 -1.375
F 1.570 -0.400 -0.344
H 0.756 0.645 2.298
H 0.918 2.359 1.704
H -0.633 1.833 2.253
H -1.389 0.586 0.617
H -0.350 1.481 -0.350
H 1.035 -2.390 -1.316
H -0.148 -2.228 -2.682
```

List of natural (NBO) charges in e, atom by atom: 0.7773 -0.6222 -0.2638 -0.8348 -0.1087 -0.5932 -0.2740 0.2260 0.2137 0.2195 0.2390 0.1882 0.4318 0.4010


Stability ranking, top and bottom: B is the most stable and A is the least stable.